Entry from OMol25: a single C3H5ClS molecule at a distorted geometry (ωB97M-V/def2-TZVPD).

The geometry in ORCA input format:
```
! wB97M-V def2-TZVPD RIJCOSX def2/J DEFGRID3
* xyz 0 1
C -2.481 0.554 -0.301
C 0.089 -0.218 -0.375
C -0.812 0.889 -0.598
S -2.884 -0.873 0.214
Cl -0.486 2.325 0.261
H -3.059 1.398 -0.435
H -0.040 -0.606 0.693
H -0.192 -1.030 -1.076
H 1.151 0.114 -0.502
H -0.953 1.067 -1.598
*
```

Output
Energy relative to the best compared isomer or geometry (same formula, charge and spin) = 70.7 kJ/mol
E = -26548.2395 eV
E_HOMO = -8.7696 eV
SMILES string = C[C@H](Cl)C=S

These are the Löwdin partial charges, in e, on atoms 1 to 2:
1 C -0.639
2 C -0.205

***

Entry from OMol25: a single C3H5ClS molecule at a distorted geometry (ωB97M-V/def2-TZVPD).

The geometry in ORCA input format:
```
! wB97M-V def2-TZVPD RIJCOSX def2/J DEFGRID3
* xyz 0 1
C 1.286 -1.289 -0.773
C -1.109 -0.622 0.287
C -0.773 0.365 1.160
H 1.183 -1.930 0.132
H 1.793 -0.393 -0.393
H 1.870 -1.757 -1.533
H -1.764 -1.429 0.599
H -1.333 0.371 2.090
S -0.349 -0.794 -1.353
Cl 0.436 1.594 0.983
*
```

Output
Energy relative to the best compared isomer or geometry (same formula, charge and spin) = 22.5 kJ/mol
E = -26548.7387 eV
E_HOMO = -8.8218 eV
SMILES string = CS/C=C\Cl

These are the Löwdin partial charges, in e, on atoms 1 to 2:
1 C -0.437
2 C -0.494

***

Entry from OMol25: a molecular structure, C3H5ClS2 at a distorted geometry (ωB97M-V/def2-TZVPD).

The geometry in ORCA input format:
```
! wB97M-V def2-TZVPD RIJCOSX def2/J DEFGRID3
* xyz 0 1
C 0.909 0.156 0.738
C -1.456 0.009 -2.158
C -2.585 0.332 -2.769
H 1.958 0.253 2.791
H 0.010 0.402 0.176
H -0.496 -0.062 -2.657
H -3.527 0.392 -2.241
H -2.573 0.543 -3.830
S 0.748 0.673 2.385
S 2.165 -0.585 0.038
Cl -1.365 -0.348 -0.463
*
```

Output
Energy relative to the best compared isomer or geometry (same formula, charge and spin) = 220.7 kJ/mol
E = -37382.3642 eV
E_HOMO = -8.4535 eV

These are the Löwdin partial charges, in e, on atoms 1 to 2:
1 C -1.263
2 C -0.550

***

Entry from OMol25: a molecular structure, C3H5CrLiO4 at a distorted geometry (ωB97M-V/def2-TZVPD).

The geometry in ORCA input format:
```
! wB97M-V def2-TZVPD RIJCOSX def2/J DEFGRID3
* xyz 2 5
Cr 1.877 2.057 -1.375
O 1.826 1.285 0.276
C 1.493 0.198 1.004
H 2.380 -0.373 1.345
H 0.846 0.437 1.874
C 0.648 -0.859 0.084
O -0.705 -0.385 0.203
C -1.332 0.212 -0.796
O -0.807 0.843 -1.667
O -2.620 -0.060 -0.558
Li -2.217 -1.319 1.255
H 0.823 -1.926 0.269
H 1.004 -0.688 -0.940
H -3.217 0.577 -0.973
*
```

Output
Expectation value of S² = 6.048
Energy relative to the best compared isomer or geometry (same formula, charge and spin) = 0.0 kJ/mol
E = -39991.0885 eV
E_HOMO (alpha / beta) = -17.4345 / -17.9762 eV

These are the Löwdin partial charges, in e, on atoms 1 to 2:
1 Cr 1.323
2 O -0.320

***

Entry from OMol25: a molecular structure, C3H5CuF7OSi2 at a distorted geometry (ωB97M-V/def2-TZVPD).

The geometry in ORCA input format:
```
! wB97M-V def2-TZVPD RIJCOSX def2/J DEFGRID3
* xyz 2 2
F 2.139 -0.044 1.635
C 2.035 -0.390 0.377
F 1.462 -1.579 0.278
F 3.333 -0.517 -0.106
C 1.261 0.682 -0.481
F 2.155 1.517 -1.007
F 0.600 0.027 -1.459
C 0.206 1.557 0.288
F 0.798 2.187 1.323
F -0.274 2.454 -0.598
Si -1.412 0.653 1.026
O -2.321 0.276 -0.330
Si -2.827 -1.292 -0.808
H -1.102 -0.556 1.800
H -2.153 1.723 1.712
H -3.908 -1.609 0.166
H -3.213 -1.249 -2.214
H -1.637 -2.128 -0.493
Cu 4.858 -1.711 -1.109
*
```

Output
Expectation value of S² = 0.760
E = -84636.2205 eV
E_HOMO (alpha / beta) = -19.1365 / -18.3475 eV

These are the Löwdin partial charges, in e, on atoms 1 to 2:
1 F 0.234
2 C -0.494

***

Entry from OMol25: 2 unconnected molecules or ions with the total composition C3H5F at a distorted geometry (ωB97M-V/def2-TZVPD).

The geometry in ORCA input format:
```
! wB97M-V def2-TZVPD RIJCOSX def2/J DEFGRID3
* xyz 0 1
C 1.914 0.223 -0.227
C -1.475 0.144 -0.118
C 1.853 -0.560 0.656
F -1.591 -0.558 -1.323
H 1.992 1.068 -0.888
H -2.471 0.160 0.292
H -1.085 1.167 -0.486
H -0.899 -0.416 0.534
H 1.762 -1.228 1.560
*
```

Output
Energy relative to the best compared isomer or geometry (same formula, charge and spin) = 208.5 kJ/mol
E = -5906.4703 eV
E_HOMO = -10.8790 eV
SMILES string = C#C.CF

These are the Löwdin partial charges, in e, on atoms 1 to 2:
1 C -0.028
2 C -0.095

***

Entry from OMol25: a single C3H5F molecule at a distorted geometry (ωB97M-V/def2-TZVPD).

The geometry in ORCA input format:
```
! wB97M-V def2-TZVPD RIJCOSX def2/J DEFGRID3
* xyz 0 1
C -1.314 -0.111 0.021
C 0.321 -0.371 0.001
C 1.398 0.432 0.010
F 2.600 -0.193 0.010
H -1.795 -0.486 -0.902
H -1.383 1.010 -0.001
H -1.745 -0.413 0.957
H 0.654 -1.366 -0.035
H 1.264 1.497 -0.060
*
```

Output
Energy relative to the best compared isomer or geometry (same formula, charge and spin) = 60.6 kJ/mol
E = -5908.0024 eV
E_HOMO = -9.6206 eV
SMILES string = C/C=C/F

These are the Löwdin partial charges, in e, on atoms 1 to 2:
1 C -0.058
2 C -0.093

***

Entry from OMol25: a molecular structure, C3H5F at a distorted geometry (ωB97M-V/def2-TZVPD).

The geometry in ORCA input format:
```
! wB97M-V def2-TZVPD RIJCOSX def2/J DEFGRID3
* xyz 0 1
C 0.821 -1.435 0.163
C 0.847 -0.138 0.122
C -0.005 1.037 0.143
F 2.527 0.376 -0.027
H 1.727 -2.010 0.106
H -0.107 -1.975 0.253
H -0.328 1.290 -0.870
H -0.883 0.834 0.758
H 0.533 1.888 0.561
*
```

Output
Energy relative to the best compared isomer or geometry (same formula, charge and spin) = 102.7 kJ/mol
E = -5907.5668 eV
E_HOMO = -10.4836 eV

These are the Löwdin partial charges, in e, on atoms 1 to 2:
1 C 0.052
2 C -0.172

***

Entry from OMol25: 2 unconnected molecules or ions with the total composition C3H5F (ωB97M-V/def2-TZVPD).

The geometry in ORCA input format:
```
! wB97M-V def2-TZVPD RIJCOSX def2/J DEFGRID3
* xyz 0 1
C 0.522 0.464 -2.404
C 0.926 -0.600 -2.050
C -0.598 0.097 1.766
F 1.335 -1.763 -1.692
H 0.206 1.425 -2.671
H -1.010 0.759 2.517
H -1.081 0.280 0.814
H 0.465 0.273 1.667
H -0.766 -0.934 2.053
*
```

Output
Energy relative to the best compared isomer or geometry (same formula, charge and spin) = 207.1 kJ/mol
E = -5906.4842 eV
E_HOMO = -10.6921 eV
SMILES string = C#CF.C

These are the Löwdin partial charges, in e, on atoms 1 to 2:
1 C 0.103
2 C -0.238

***

Entry from OMol25: a single C3H5F2N molecule at a distorted geometry (ωB97M-V/def2-TZVPD).

The geometry in ORCA input format:
```
! wB97M-V def2-TZVPD RIJCOSX def2/J DEFGRID3
* xyz 0 1
C 0.160 -0.125 1.101
C 0.248 -0.111 -1.102
C -0.900 0.003 -0.001
N 1.239 -0.134 0.013
F -1.509 1.161 -0.024
F -1.921 -0.947 0.128
H 0.169 0.756 1.754
H 0.024 -1.199 1.610
H 0.265 -0.948 -1.817
H 0.297 0.854 -1.652
H 1.927 0.690 -0.010
*
```

Output
Energy relative to the best compared isomer or geometry (same formula, charge and spin) = 60.4 kJ/mol
E = -10115.7070 eV
E_HOMO = -9.4106 eV
SMILES string = FC1(F)CNC1

These are the Löwdin partial charges, in e, on atoms 1 to 2:
1 C -0.084
2 C -0.094